Record 1
{
  "formula": "C9H17N2OS2",
  "method": "the ωB97M-V functional and the def2-TZVPD basis",
  "homo_ev": -11.706,
  "smiles": "[H]/N=C1/[C@@H](SC)C=C(C)[C@H](O)[C@@]1([NH3+])SC",
  "homo_lumo_gap_ev": 8.51,
  "charge": 1,
  "multiplicity": 1,
  "relative_energy_kcal_mol": 0.8,
  "elements": ["C", "C", "C", "C", "C", "C", "C", "C", "C", "N", "N", "O", "S", "S", "H", "H", "H", "H", "H", "H", "H", "H", "H", "H", "H", "H", "H", "H", "H", "H", "H"],
  "xyz": [[-0.236725, 1.749121, -0.286930], [-1.453506, 1.479977, -0.584034], [0.317940, -0.438893, 0.822235], [0.820343, 0.996481, 0.461028], [-1.981852, 0.073212, -0.181656], [-0.855834, -1.016889, 0.019888], [-2.332535, 2.414245, -1.293620], [3.567354, 2.395475, 0.081362], [1.138001, -2.498715, -1.420846], [0.981536, -0.941085, 1.779462], [-1.498402, -2.089620, 0.852008], [-2.655179, 0.082683, 1.065487], [2.531334, 1.020069, -0.539667], [-0.476459, -1.532467, -1.674710], [-0.021949, 2.778985, -0.498199], [1.365897, 1.478966, 1.178615], [-2.763694, -0.361039, -0.943023], [-2.764992, 1.790039, -2.057484], [-1.820589, 3.333458, -1.654462], [-3.137986, 2.645348, -0.550104], [4.550489, 2.307989, -0.518080], [3.887846, 2.342821, 1.086538], [3.070764, 3.224582, -0.257347], [0.748498, -3.496191, -1.589960], [1.390749, -2.290174, -0.359234], [1.765454, -2.168239, -2.174504], [0.733033, -1.837329, 2.171804], [-2.409231, -1.609402, 1.282169], [-0.849267, -2.346939, 1.685674], [-1.657297, -2.969726, 0.415967], [-2.706089, 0.987085, 1.298759]],
  "atomic_forces_ev_per_a": [[3.4, 1.9, 1.6], [-1.4, -3.3, 0.2], [1.8, 1.6, 0.4], [-0.8, -1.9, -3.8], [-0.9, -0.7, -1.5], [-0.2, 1.0, -0.7], [-1.1, 0.1, 1.0], [1.7, -2.4, -1.6], [-3.4, 0.0, 1.7], [-0.5, 0.2, -0.2], [-0.1, 0.9, 3.4], [-0.2, -0.6, -0.3], [-0.6, -1.3, -0.5], [1.0, -0.2, 0.6], [0.8, 0.4, -0.2], [-0.1, 1.2, 2.9], [1.6, 0.8, 1.0], [-0.5, 0.5, -0.8], [-0.5, -0.8, 0.2], [0.2, 0.4, -1.0], [-1.7, -0.1, 0.6], [-0.2, 0.1, 1.2], [-0.8, 2.5, -0.2], [0.8, -0.3, 0.2], [0.5, -0.4, -1.1], [1.6, 0.6, -1.0], [-0.1, -0.6, 0.0], [1.9, -1.1, -0.7], [-1.3, 0.8, -1.5], [-0.5, -0.7, -1.1], [-0.4, 1.4, 1.0]],
  "mulliken_charge": [-0.24, -0.06, -0.26, -0.68, -0.29, 0.44, -1.35, -0.90, -0.78, -0.58, -0.14, -0.63, -0.02, 0.08, 0.32, 0.74, 0.54, 0.37, 0.42, 0.28, 0.32, 0.34, 0.35, 0.39, 0.28, 0.36, 0.20, 0.41, 0.32, 0.37, 0.41]
}

Record 2
{
  "formula": "C9H17N3",
  "method": "the ωB97M-V functional and the def2-TZVPD basis",
  "homo_ev": -7.697,
  "smiles": "C=C(C)N(C)C[C@H](C#N)N(C)C",
  "homo_lumo_gap_ev": 8.43,
  "multiplicity": 1,
  "relative_energy_kcal_mol": 115.0,
  "elements": ["C", "C", "C", "C", "C", "C", "C", "C", "C", "N", "N", "N", "H", "H", "H", "H", "H", "H", "H", "H", "H", "H", "H", "H", "H", "H", "H", "H", "H"],
  "xyz": [[0.057340, -0.293822, 2.826129], [0.726963, 0.237820, 0.395296], [-0.532309, -0.224503, 1.528358], [1.411159, 1.639179, -1.757735], [1.006146, 2.577212, -2.898265], [2.696735, 1.303874, -1.617032], [-0.873118, 0.841109, -1.276793], [-0.346640, -2.744507, 1.460128], [-2.393916, -1.741157, 1.583372], [0.591837, -0.488431, 3.821610], [0.466226, 1.107770, -0.841916], [-1.088697, -1.497799, 1.099860], [1.471388, 0.574002, 1.014893], [1.303315, -0.648648, -0.034970], [1.804520, 3.440269, -2.877618], [0.151114, 3.021733, -2.523718], [0.790040, 2.081257, -3.848040], [3.458234, 1.511927, -2.273208], [3.075533, 0.780422, -0.792587], [-1.133548, 0.599892, 1.396981], [-1.288382, -0.075573, -1.145816], [-1.572903, 1.545806, -0.952673], [-0.897395, 1.059203, -2.253893], [-0.834705, -3.047854, 2.529228], [-0.610710, -3.625884, 0.690651], [0.823573, -2.622845, 1.591858], [-3.030962, -0.905755, 1.286986], [-2.883676, -2.505082, 1.049699], [-2.347161, -1.899617, 2.819214]],
  "atomic_forces_ev_per_a": [[0.7, 0.0, 0.8], [0.2, -1.8, -2.1], [3.4, -1.3, -4.1], [1.0, -1.7, 0.6], [2.2, 0.3, 1.2], [-1.2, -0.1, 0.8], [1.2, 2.4, 0.6], [0.4, -1.1, 1.0], [-0.9, 1.9, 2.8], [0.0, 0.1, 0.3], [-1.3, -0.4, 2.5], [0.9, -1.0, -0.3], [1.7, 1.9, 1.4], [-1.4, 0.1, 0.7], [-1.5, -1.9, -0.7], [-2.1, 1.2, 0.2], [0.4, 0.3, 0.1], [1.3, 1.2, -1.7], [0.0, -1.0, 1.2], [-2.1, 1.4, 0.0], [-0.5, -3.1, 0.7], [-1.3, 1.3, 1.4], [-0.2, 0.3, -4.1], [1.7, 0.2, -2.2], [0.7, 2.2, 1.7], [-2.5, -0.2, -0.5], [0.0, 0.5, 0.7], [-0.2, -1.7, -0.1], [-0.7, 0.2, -3.0]],
  "mulliken_charge": [0.16, -1.30, -0.18, 1.10, -1.36, -1.34, -1.65, -0.80, -1.18, -0.51, 0.12, 0.06, 0.67, 0.41, 0.34, 0.45, 0.28, 0.36, 0.31, 0.59, 0.49, 0.42, 0.62, 0.29, 0.26, 0.30, 0.31, 0.40, 0.40]
}

Record 3
{
  "formula": "C9H17N3O4",
  "method": "the ωB97M-V functional and the def2-TZVPD basis",
  "homo_ev": -9.147,
  "smiles": "CC(C)[C@H](NC(=O)[C@@H](N)CC(N)=O)C(=O)O",
  "homo_lumo_gap_ev": 9.72,
  "multiplicity": 1,
  "relative_energy_kcal_mol": 89.6,
  "elements": ["C", "C", "C", "C", "C", "C", "C", "C", "C", "H", "H", "H", "H", "H", "H", "H", "H", "H", "H", "H", "H", "H", "H", "H", "H", "H", "N", "N", "N", "O", "O", "O", "O"],
  "xyz": [[1.478184, 0.775169, 1.548868], [0.817389, -0.457336, 0.966001], [2.146979, 1.844052, 0.490340], [1.263143, 3.096413, 0.102458], [-0.204253, -1.471198, -0.984302], [0.127081, -1.234583, -2.421838], [-1.705845, -1.898412, -0.786395], [-2.050946, -2.107661, 0.724475], [-2.838708, -0.870009, -1.359088], [2.433548, 0.026814, 3.035615], [3.186033, 1.317158, 2.703976], [0.597332, 1.215768, 2.014438], [2.930139, 2.278300, 0.823307], [2.355636, 1.280107, -0.465423], [0.917807, 4.408789, 1.771974], [-0.310433, 3.964877, 0.791088], [0.076536, 0.591586, -0.544217], [0.430225, -2.168685, -0.614569], [-2.001052, -2.917935, -1.254821], [-3.076622, -2.342967, 1.162976], [-1.474622, -3.089733, 0.923379], [-1.807579, -1.388282, 1.515559], [-3.725510, -1.295412, -0.933932], [-3.009230, -0.848615, -2.479212], [-2.742267, 0.134878, -0.932393], [0.565976, -2.288629, -3.919969], [2.329065, 0.881195, 2.732182], [0.514749, 3.608181, 1.108954], [0.060779, -0.274952, -0.112865], [0.925144, -1.526500, 1.513801], [1.284567, 3.537397, -1.006767], [0.266202, -0.273761, -3.099766], [0.240553, -2.506015, -3.013835]],
  "atomic_forces_ev_per_a": [[0.4, 4.7, -0.7], [2.3, -0.1, 1.4], [-7.6, -3.8, -3.2], [2.1, -1.9, -0.3], [-3.1, 3.3, 0.9], [-0.1, -2.8, -1.1], [-3.0, 0.2, -0.5], [0.8, -2.7, 1.5], [1.4, -0.9, -0.5], [0.9, -5.6, 2.8], [2.0, 1.0, -0.9], [-0.7, 0.7, -0.9], [5.8, 2.3, 2.7], [0.1, 0.9, 0.9], [-0.6, -2.8, -1.9], [-2.6, 1.4, -1.3], [0.0, 1.8, -1.1], [1.7, -2.6, 1.0], [1.1, 1.7, 0.4], [0.5, 0.1, -2.0], [-0.7, 1.6, 0.5], [1.0, 0.3, -0.8], [-0.7, -0.1, 0.1], [0.7, 0.1, 1.2], [0.2, -0.1, -0.3], [-0.4, -0.4, 0.7], [-2.6, 1.7, -1.3], [1.5, 2.1, 4.9], [-0.7, -1.9, -1.6], [0.3, -1.2, 0.5], [-0.3, 0.1, -1.2], [0.1, 1.4, 0.4], [0.4, 1.5, -0.1]],
  "mulliken_charge": [0.33, 0.48, -1.27, 0.45, -0.20, 0.05, 0.17, -1.19, -1.33, 0.22, 0.16, 0.15, 0.78, 0.21, 0.26, 0.24, 0.32, 0.93, 0.34, 0.34, 0.29, 0.26, 0.44, 0.33, 0.29, 0.36, -0.66, -0.41, -0.10, -0.64, -0.55, -0.53, -0.49]
}

Across the entries above, largest force on an atom takes the values 4.3; 5.4; 9.0 eV/A, respectively.